The following is a quantum chemistry calculation of a 2-piece molecular cluster, C2H5F overall in a non-equilibrium geometry, from the Open Molecules 2025 dataset.

Last columns: bonded neighbours and bond lengths (Å).
Atoms and positions in Å:
1 H -0.1338 0.4788 -1.5417  C5 1.086
2 F -1.2551 -1.2148 0.8313  C6 1.361
3 H -1.3225 0.8001 0.7692  C6 1.171
4 H 1.0706 -1.0032 -0.8826  C5 1.140
5 C 0.6666 0.0616 -0.9378  H1 1.086, H4 1.140, H8 1.184
6 C -0.5313 -0.0627 0.7910  F2 1.361, H3 1.171, H7 1.077
7 H 0.0805 0.0001 1.6751  C6 1.077
8 H 1.4251 0.9401 -0.7044  C5 1.184

Calculated values
**Net charge**: 0
**HOMO-LUMO gap**: 10.86 eV
**LUMO level**: 1.16 eV
**Energy relative to the best compared isomer or geometry (same formula, charge and spin)**: 238.7 kJ/mol